This record from the Open Molecules 2025 dataset describes C60H146Cu2N10O30 as an isolated structure at a distorted geometry. The level of theory is wB97M-V/def2-TZVPD.

The calculation puts the HOMO energy (spin up / spin down) at -7.740 / -7.716 eV. As for the spin multiplicity: 3. Its frontier orbital gap (spin up / spin down) is 8.0700 / 6.5423 eV.

Each line ends with the Löwdin spin population.
Positions of all 248 atoms, in Å:
H  -6.2554  -3.9477  0.1201  0.00
O  0.0042  0.0143  -0.0043  0.00
C  -1.1693  3.8922  -0.5298  0.00
N  2.6008  1.9154  -3.4181  0.08
H  -0.8562  -6.8023  -1.3491  0.00
C  1.2051  2.1208  5.6468  0.00
C  -0.0485  7.3070  5.4667  0.00
H  3.4547  5.9119  4.1486  0.00
O  4.4362  1.3720  -1.0979  0.01
H  -3.2274  4.5539  -0.9817  0.00
C  -4.7097  2.9390  0.2799  0.00
O  1.1184  -1.9511  0.1962  0.01
C  0.2768  5.3734  0.8639  0.00
H  1.2470  2.4566  6.6829  0.00
C  -3.4261  5.0409  3.9565  0.00
H  -3.0389  -6.8537  2.2190  0.00
H  -3.1189  -2.5700  1.7256  0.00
H  0.2998  -5.0717  2.7079  0.00
H  0.8927  4.4916  1.0404  0.00
H  -5.4153  -9.3094  0.9721  0.00
H  -1.2507  -5.7758  0.9551  0.00
H  0.5063  5.3543  3.5814  0.00
C  -4.3871  -4.5672  -3.3209  0.00
C  -4.3371  -5.0680  2.4440  0.00
C  -2.3121  3.9457  4.1440  0.00
H  1.5536  -7.6000  -1.9126  0.00
H  -3.1167  -4.4477  3.9973  0.00
H  0.0367  -5.8840  -2.4645  0.00
O  -5.0145  -7.3443  1.7506  0.00
O  1.4284  5.5258  -1.3325  0.00
O  6.9014  0.7263  -5.4115  0.00
H  -2.1741  -1.0201  3.0387  0.00
H  -2.6556  -5.7430  -2.6457  0.00
O  0.1193  2.4314  4.8495  0.00
C  -3.0405  1.9446  -6.3803  0.00
H  5.8290  -3.6072  1.7927  0.00
H  -2.4116  -1.0705  -0.3303  0.00
H  -5.0720  2.2554  1.0477  0.00
N  5.8258  -1.3085  2.8534  0.00
O  1.8363  -4.6099  1.3329  0.01
C  -0.4659  -5.0428  0.7682  0.00
H  7.1786  -4.2335  0.8198  0.00
H  2.0053  2.5086  -1.4943  0.00
H  8.9842  -2.3631  1.8836  0.00
H  -0.8471  -1.2134  5.7113  0.00
H  2.6399  7.1796  -1.8644  0.00
H  4.0207  -7.5041  -1.3801  0.00
H  -2.6386  3.2004  4.8693  0.00
O  3.8227  -3.4095  -0.7102  0.03
H  4.2903  2.9765  2.2218  0.00
H  1.3636  1.0439  5.5903  0.00
H  -1.0232  2.5802  -6.9620  0.00
H  -6.3187  -2.5166  1.2137  0.00
H  -6.2851  5.1460  2.4186  0.00
N  -3.0441  -1.4551  -2.2896  0.00
H  -6.0120  5.6988  4.0975  0.00
C  4.0056  4.0262  2.2945  0.00
H  -0.6586  2.9892  -0.1952  0.00
H  -2.6523  3.3333  -4.6441  0.00
O  -2.7929  -1.8267  -4.9541  0.00
O  0.6735  9.0661  7.1151  0.00
H  0.8724  5.7199  -5.2281  0.00
H  0.9711  -1.4873  3.8954  0.00
H  1.4799  5.1778  -6.7274  0.00
H  4.6139  -6.0371  -0.6531  0.00
H  4.2952  3.4311  -0.8326  0.00
C  -3.5074  -5.2204  -2.2105  0.00
O  4.9470  1.7223  -5.5874  0.00
N  -1.0462  4.9341  0.4756  0.00
H  2.6379  -4.4906  3.2169  0.00
H  -1.4979  -2.6563  3.5298  0.00
Cu  3.5230  -0.0339  -2.5753  0.83
H  1.0218  1.0620  -4.5502  0.00
H  0.3163  9.2265  4.9996  0.00
H  3.7516  -4.1497  1.9201  0.00
H  2.5505  5.9297  2.5803  0.00
C  0.1852  0.1548  -6.8009  0.00
H  -3.4929  2.7100  -7.0109  0.00
C  -0.0484  8.7377  5.9030  0.00
C  -5.5405  5.4875  3.1377  0.00
H  4.9189  0.4304  2.0734  0.00
C  0.8089  4.8810  -5.9213  0.00
C  2.6579  5.4599  3.5580  0.00
H  6.5386  -5.1723  2.1361  0.00
H  -2.7034  1.6727  -4.1765  0.00
C  -3.4142  -2.8125  2.7465  0.00
O  4.6859  -1.7198  -1.5175  0.02
H  -3.2832  -5.9352  -5.3649  0.00
H  -1.5076  4.4536  4.6760  0.00
C  6.7718  -4.1531  1.8278  0.00
H  -0.8412  -4.0475  1.0060  0.00
H  -5.0911  -5.7817  -0.8455  0.00
H  -3.6953  5.5682  4.8717  0.00
H  -3.5791  -3.9258  -0.6084  0.00
O  2.4116  -1.5482  -3.8456  0.01
C  -1.2578  2.1596  2.8993  0.00
H  -1.5901  -3.1682  -3.9105  0.00
H  1.9321  -1.3637  5.3087  0.00
H  -3.7607  -8.9431  1.0439  0.00
H  -5.1028  2.4983  -0.6362  0.00
H  1.2731  10.6713  8.3051  0.00
H  6.7940  -1.4602  0.9739  0.00
H  -3.1938  0.2875  -1.1579  0.00
H  0.5383  1.7130  -2.9305  0.00
H  5.4791  0.2919  0.2060  0.00
H  0.6485  1.1514  3.3207  0.00
H  0.7501  11.0805  6.6459  0.00
Cu  1.7091  -3.8092  -0.7207  0.84
N  1.1931  6.9938  4.7346  0.00
H  -6.8758  -2.3626  -0.4424  0.00
C  0.0206  -6.1575  -1.4094  0.01
C  2.9118  -4.7842  2.2035  0.00
H  -3.6441  -6.6187  -0.4486  0.00
H  -4.7482  -7.0645  -5.4414  0.00
C  1.0313  6.2388  -0.1439  0.00
C  -4.0952  -6.4351  -4.8369  0.00
H  -1.1619  1.7488  1.8942  0.00
H  -1.1014  9.0007  6.0038  0.00
N  -1.8670  3.4921  2.7960  0.00
O  -0.9770  0.6877  -6.2307  0.00
C  -4.0529  -6.5610  2.4915  0.00
H  1.2338  6.8822  -2.9248  0.00
H  5.6044  -2.1838  3.3061  0.00
O  1.8532  -0.2363  -0.9761  0.01
C  -4.5987  -1.1114  -0.3799  0.00
O  3.0144  -1.9241  3.4966  0.00
H  6.4060  -2.9426  -1.8726  0.00
H  1.9086  6.7303  0.2767  0.00
H  -2.6172  3.4217  2.1233  0.00
O  -2.7860  -1.6891  4.8973  0.00
H  -0.7640  -1.9085  -4.6482  0.00
C  3.7598  -6.7139  -0.6761  0.00
H  -3.6487  -1.0053  -2.9621  0.00
H  0.5921  -0.5560  -6.0816  0.00
H  -2.8632  -3.4216  -1.8085  0.00
H  5.8067  2.0408  0.3179  0.00
C  4.8075  -2.8787  -1.1139  0.01
H  1.1629  5.0070  5.1143  0.00
O  2.4883  -6.0647  -0.9566  0.01
C  -2.8338  -2.5498  -6.1453  0.00
H  -2.0001  1.5450  3.4088  0.00
H  -2.2027  -1.0454  6.8226  0.00
O  5.9739  -3.4892  -1.2122  0.00
H  3.3183  -5.7953  2.1816  0.00
H  -1.5823  -0.2362  -3.0679  0.00
H  5.0153  2.9087  -2.3641  0.00
H  -4.3772  -2.3961  3.0423  0.00
H  -1.8503  -2.4643  -6.6075  0.00
H  -5.3826  -0.7321  -1.0354  0.00
C  -4.6990  -8.7326  1.5571  0.00
H  -1.0411  -4.5313  -1.0024  0.00
H  -3.7312  0.4385  -7.5092  0.00
H  -1.3768  4.5046  1.3279  0.00
H  -3.8795  -3.9205  -4.0366  0.00
O  1.6274  -3.2847  -2.9076  0.01
O  1.4047  3.7405  -5.3608  0.00
C  -3.2309  -0.7892  -0.9920  0.00
N  -3.9116  0.7624  -6.5697  0.00
O  -4.8089  -2.5216  -0.2269  0.00
H  6.8733  1.1351  -6.2796  0.00
H  1.9734  7.1151  5.3644  0.00
C  3.4189  -0.5873  3.2643  0.00
H  -0.4592  10.6968  7.8104  0.00
C  0.6987  -5.3824  1.7423  0.00
H  -5.0386  3.9692  0.4163  0.00
O  7.5675  -3.5602  2.8226  0.00
C  5.7252  0.9998  -4.9161  0.00
C  -6.1487  -2.8655  0.1951  0.00
C  8.1193  -2.2535  2.5379  0.00
C  2.0074  6.4150  -2.3154  0.00
H  -0.8856  7.0979  4.8007  0.00
H  -2.7104  3.1070  -1.7705  0.00
H  -4.6345  -9.2869  2.4934  0.00
H  4.3078  -1.0162  1.4247  0.00
H  -3.3251  0.0706  -6.1252  0.00
C  5.6726  1.2008  -0.3637  0.00
C  1.1629  1.8522  -3.8129  0.00
H  -4.1437  -6.8702  3.5328  0.00
H  -5.0528  -3.9070  -2.7649  0.00
H  2.4527  -2.6382  -5.6761  0.00
H  3.0596  2.3533  -4.2042  0.00
O  5.3704  0.5103  -3.8249  0.02
O  -5.0301  -5.5465  -4.1691  0.00
H  -0.5787  4.3377  -1.3303  0.00
H  -1.7333  1.4560  -8.0382  0.00
H  -5.2710  -4.8767  2.9725  0.00
O  -3.2775  2.9368  0.2866  0.00
C  0.2162  2.1423  3.4599  0.00
C  -4.2124  -6.2407  -1.2985  0.00
H  -3.5664  -2.2414  -6.8912  0.00
H  -4.7412  -0.4574  0.4804  0.00
C  4.2409  2.6890  -1.6292  0.00
C  1.0432  -0.7734  -0.2269  0.00
C  1.3240  5.6413  4.2426  0.00
C  1.3268  -6.9288  -1.0843  0.00
H  2.6456  5.7946  -2.9446  0.00
C  -2.6433  3.6469  -0.8260  0.00
H  3.7974  -0.1694  4.1972  0.00
C  -1.8964  -0.9273  5.7832  0.00
H  -2.0095  0.1050  5.4523  0.00
C  -3.0805  2.3708  -4.9239  0.00
H  1.5939  -2.9083  4.6705  0.00
H  8.4745  -1.7346  3.4283  0.00
H  -4.1179  2.4646  -4.6028  0.00
H  1.2656  -7.5469  -0.1885  0.00
H  6.5289  1.0565  -1.0225  0.00
C  -1.6434  1.6840  -6.9761  0.00
C  1.8663  -1.8991  4.3616  0.00
H  -0.0012  -0.2977  -7.7748  0.00
C  2.7867  2.7604  -2.2113  0.00
H  3.6440  -7.1430  0.3192  0.00
H  0.3872  3.8634  -3.5539  0.00
C  4.6527  -0.5856  2.3648  0.00
O  3.1060  4.0813  3.4197  0.00
O  -4.5458  4.5702  3.1736  0.00
H  0.3784  0.8170  -0.3748  0.00
H  0.9479  0.9277  -6.8965  0.00
C  0.5592  10.4474  7.5124  0.00
C  -1.7225  -1.2942  -2.8463  0.00
C  7.0670  -1.2815  2.0139  0.00
N  -0.1567  -4.9108  -0.6962  0.06
H  -0.1911  4.7634  -6.3386  0.00
H  0.8856  -6.4562  1.7535  0.00
H  2.7121  3.7827  -2.5820  0.00
H  -3.6346  -7.1385  -4.1433  0.00
H  7.4249  -0.2605  2.1464  0.00
O  2.1532  -3.3811  -5.1469  0.00
N  -2.9424  -4.2917  -1.3019  0.00
H  2.6295  -0.0047  2.7894  0.00
C  -2.3505  -1.9772  3.5295  0.00
H  0.0696  5.8432  1.8254  0.00
N  -3.2649  -4.2662  3.0148  0.00
H  0.3949  7.0611  -0.4710  0.00
H  -5.2026  6.4168  2.6792  0.00
H  -3.0141  5.8613  3.3687  0.00
C  0.5631  3.1436  -4.3533  0.00
H  -4.5284  -7.1512  -1.8077  0.00
H  -0.4533  2.9499  -4.6961  0.00
H  4.9568  4.5315  2.4616  0.00
H  -3.1502  -3.5693  -5.9247  0.00
H  -0.9736  -1.6241  -2.1262  0.00
H  3.5221  4.2718  1.3490  0.00
C  2.0960  -2.7542  -3.9464  0.00
H  0.9337  2.7440  2.9022  0.00
H  -4.5927  -4.7297  1.4399  0.00
H  2.0917  2.5795  5.2090  0.00
H  -0.2079  6.6374  6.3119  0.00
C  -1.6977  -2.1041  -4.1210  0.00